{
  "formula": "C17H9ClF3N2O4S2",
  "method": "wB97M-V/def2-TZVPD",
  "molar_mass_g_mol": 461.8,
  "total_charge": -1,
  "orbital_gap_ha": 0.268,
  "e_homo_ev": -5.483,
  "multiplicity": 1,
  "species": ["N", "C", "C", "C", "C", "C", "S", "C", "Cl", "O", "O", "C", "C", "H", "H", "H", "H", "H", "F", "C", "F", "F", "S", "N", "C", "O", "C", "C", "C", "C", "C", "C", "C", "O", "H", "H", "H", "H"],
  "coordinates": [[-1.0618, -3.4040, 5.0606], [-1.4890, -2.8142, 4.1420], [-2.0429, -2.0656, 3.0476], [-1.2201, -1.5894, 2.0196], [-1.7760, -0.8542, 0.9708], [-3.1131, -0.5027, 0.9961], [-3.8002, 0.6091, -0.2817], [-2.9908, 2.2987, -0.1247], [-3.8364, 3.4200, -1.2938], [-3.4300, 0.0099, -1.5488], [-5.1685, 0.8673, 0.0815], [-3.9483, -0.9909, 2.0061], [-3.4127, -1.7518, 3.0522], [-0.1474, -1.7775, 2.0333], [-1.1261, -0.5470, 0.1490], [-3.0832, 2.4815, 0.9529], [-5.0096, -0.7562, 2.0009], [-4.0336, -2.0789, 3.8890], [-0.8721, 3.6974, 1.3440], [-0.3275, 2.6498, 0.6491], [0.8617, 3.0548, 0.1671], [-0.1499, 1.6438, 1.5520], [-1.4042, 2.1089, -0.7368], [1.1511, 0.8165, -1.2244], [1.4974, -0.5055, -1.0841], [0.8377, -1.4294, -0.6004], [2.8739, -0.6471, -1.6629], [3.2435, 0.5568, -2.2092], [4.5183, 0.7472, -2.7268], [5.4199, -0.3539, -2.6959], [5.0065, -1.6023, -2.1523], [3.7049, -1.7466, -1.6243], [2.0765, 1.4866, -2.0379], [1.9970, 2.5986, -2.5602], [4.7818, 1.7348, -3.1210], [6.4361, -0.2288, -3.0947], [5.7045, -2.4532, -2.1476], [3.3322, -2.6826, -1.1864]],
  "forces_ev_per_angstrom": [[-1.0, 1.3, -2.1], [1.0, -1.3, 2.2], [-0.2, 0.7, -0.4], [-0.2, -0.2, 0.0], [0.7, 0.2, -0.2], [-0.2, 0.3, 0.2], [0.0, -0.7, -0.5], [-1.1, -0.7, 0.2], [-0.3, -0.5, 1.1], [-0.4, 0.7, 0.7], [-0.3, -0.3, -0.1], [0.0, 0.2, 0.5], [0.0, 0.1, -0.5], [-0.3, -0.1, -0.2], [-0.1, -0.1, 0.3], [-0.2, 0.7, -0.4], [0.2, 0.1, 0.0], [0.1, 0.0, -0.4], [0.3, -0.6, -0.3], [0.1, 0.0, 0.0], [-1.2, -0.2, 0.9], [0.1, 0.9, -0.5], [2.9, -0.3, -0.5], [-0.4, 0.2, -0.7], [-0.1, 1.3, -0.4], [0.3, 0.5, 0.0], [0.3, -1.1, 0.2], [1.1, 0.0, -0.4], [0.1, -0.5, 0.0], [-0.7, -0.1, 0.3], [0.0, 0.7, -0.3], [0.5, -0.1, -0.2], [-0.6, -0.3, 0.5], [-0.1, -0.9, 0.7], [0.1, -0.5, 0.1], [-0.5, -0.1, 0.2], [-0.3, 0.5, 0.0], [0.3, 0.4, -0.2]]
}